# 1
Density functional theory data (ωB97M-V with the def2-TZVPD basis set) for a 2-piece molecular cluster, C4H6FOS overall at a distorted geometry.

Geometry as ORCA input:
```
! RIJCOSX wB97M-V def2-TZVPD def2/J DEFGRID3
* xyz -1 1
C 0.463 1.971 -1.179
C -1.361 -0.626 -0.172
C 1.025 -0.831 0.726
C -0.226 0.096 0.654
O -0.119 2.995 -1.266
F -0.808 0.346 1.973
S 1.769 1.174 -1.725
H -1.284 -1.731 -0.136
H -2.151 -0.135 0.187
H -1.207 -0.354 -1.245
H 1.930 -0.269 0.342
H 0.880 -1.656 -0.004
H 1.090 -0.980 1.847
*
```

Properties
- Kohn-Sham gap (alpha / beta) (eV) = 5.68 / 5.90
- energy above the lowest of the compared OMol25 structures with the same formula, charge and spin (kcal/mol) = 49.1
- E_HOMO (alpha / beta) (eV) = -2.1 / -2.4
- LUMO level (alpha / beta) (eV) = 3.54 / 3.51

=====

# 2
Density functional theory data (ωB97M-V with the def2-TZVPD basis set) for C48H55N4O6S2Sb2ScSe2 as an isolated structure.

Geometry as ORCA input:
```
! RIJCOSX wB97M-V def2-TZVPD def2/J DEFGRID3
* xyz -2 1
Sc 0.675 -0.597 0.194
O 7.331 -4.629 0.550
C 6.692 -4.082 -0.593
C 5.301 -3.475 -0.293
C 5.465 -2.308 0.690
O 5.842 -2.729 2.002
C 4.431 -4.609 0.270
Se 2.796 -4.111 1.217
C 4.750 -2.930 -1.565
Se 1.616 -3.018 -0.475
H 7.114 -4.048 1.297
H 6.592 -4.894 -1.318
H 7.314 -3.301 -1.047
H 4.547 -1.716 0.728
H 6.265 -1.655 0.334
H 5.025 -2.987 2.450
H 4.986 -5.167 1.026
H 4.163 -5.294 -0.535
H 4.556 -3.603 -2.389
H 4.922 -1.893 -1.821
C -1.820 3.208 0.039
N -0.428 2.762 -0.316
C -0.296 2.411 -1.808
C 0.989 1.696 -2.036
C 2.079 2.182 -2.722
C 3.035 1.139 -2.758
C 2.464 0.077 -2.094
N 1.203 0.399 -1.644
C -1.837 4.037 1.285
C -1.287 3.534 2.462
C -1.237 4.315 3.604
C -1.759 5.602 3.589
C -2.334 6.099 2.429
C -2.364 5.320 1.279
H -2.366 2.276 0.183
H -2.263 3.710 -0.819
H -0.200 3.393 -2.274
H 2.173 3.181 -3.121
H 4.012 1.156 -3.214
H 2.866 -0.911 -1.934
H -0.867 2.534 2.477
H -0.773 3.923 4.500
H -1.705 6.220 4.477
H -2.740 7.103 2.410
H -2.800 5.709 0.367
C 3.306 -2.183 4.859
Sb 2.728 -0.921 3.174
C 2.080 0.664 4.466
C 0.780 -1.946 3.254
H 2.507 -2.209 5.602
H 4.205 -1.777 5.321
H 3.514 -3.201 4.525
H 1.855 0.259 5.455
H 1.185 1.101 4.026
H 2.852 1.428 4.527
H 0.359 -1.759 4.249
H 1.014 -3.012 3.190
H -0.879 -2.438 2.112
C -4.890 -3.284 -2.271
C -3.902 -2.932 -3.356
C -4.133 -3.486 -4.618
C -3.315 -3.221 -5.701
C -2.235 -2.366 -5.537
C -1.993 -1.818 -4.289
C -2.801 -2.086 -3.175
Sb -1.957 -1.063 -1.432
C -2.620 0.895 -1.867
C -1.539 1.741 -2.566
C -2.192 2.833 -3.390
C -3.448 3.267 -3.153
C -4.334 2.591 -2.273
C -3.932 1.336 -1.794
C -5.052 0.457 -1.291
C -3.091 -2.009 0.152
C -3.837 -1.267 1.062
C -4.480 -1.862 2.139
C -4.347 -3.225 2.343
C -3.571 -3.974 1.469
C -2.936 -3.389 0.375
C -2.098 -4.267 -0.520
H -5.895 -3.348 -2.691
H -4.904 -2.557 -1.465
H -4.656 -4.255 -1.824
H -4.993 -4.137 -4.746
H -3.521 -3.674 -6.663
H -1.585 -2.130 -6.370
H -1.138 -1.158 -4.179
H -0.980 1.091 -3.252
H -1.577 3.305 -4.151
H -3.817 4.123 -3.714
H -5.371 2.891 -2.191
H -5.508 0.869 -0.386
H -4.731 -0.558 -1.074
H -5.831 0.402 -2.053
H -3.908 -0.194 0.935
H -5.057 -1.255 2.825
H -4.833 -3.706 3.184
H -3.457 -5.041 1.630
H -2.370 -5.316 -0.393
H -1.033 -4.162 -0.289
H -2.215 -4.014 -1.573
O -1.096 0.275 0.860
S -1.117 -0.206 2.409
N -0.218 -1.665 2.193
O 4.065 3.848 3.334
S 4.053 3.389 1.956
O 5.328 3.487 1.276
N 3.418 1.914 1.842
C 2.216 1.980 1.252
O 1.445 0.911 1.172
C 1.785 3.238 0.779
C 0.647 3.695 0.069
C 0.555 4.997 -0.343
C 1.560 5.937 -0.052
C 2.691 5.525 0.665
C 2.785 4.217 1.053
H -0.293 1.884 0.214
H -0.320 5.314 -0.900
H 1.459 6.958 -0.393
H 3.481 6.224 0.908
*
```

Properties
- Kohn-Sham gap (alpha / beta) (eV) = 4.98 / 4.09
- energy above the lowest of the compared OMol25 structures with the same formula, charge and spin (kcal/mol) = 149.0
- E_HOMO (alpha / beta) (eV) = -1.2 / -0.4
- LUMO level (alpha / beta) (eV) = 3.74 / 3.73

=====

# 3
Density functional theory data (ωB97M-V with the def2-TZVPD basis set) for an isolated ion of composition C8H16N3 and charge +1 at a distorted geometry.

Geometry as ORCA input:
```
! RIJCOSX wB97M-V def2-TZVPD def2/J DEFGRID3
* xyz 1 3
C -1.383 -1.910 -0.123
C -1.622 1.153 0.251
C -2.610 0.185 0.571
C 0.483 -0.426 0.129
C -3.560 0.157 -0.715
C 4.194 0.744 0.043
C 1.575 0.460 -0.314
C 2.907 0.019 0.551
N -1.260 2.309 0.106
N -2.113 -1.284 0.855
N -0.146 -1.414 -0.507
H -1.699 -2.841 -0.652
H -3.150 0.400 1.468
H 0.018 -0.408 1.237
H -4.060 1.035 -0.980
H -4.121 -0.779 -0.614
H -2.977 -0.233 -1.524
H 4.033 1.818 -0.087
H 4.560 0.274 -0.966
H 5.027 0.606 0.827
H 1.828 0.482 -1.426
H 1.464 1.554 -0.068
H 2.646 0.391 1.568
H 3.015 -1.033 0.406
H -0.294 2.605 0.171
H -2.930 -1.866 1.086
H 0.176 -1.999 -1.292
*
```

Properties
- Kohn-Sham gap (alpha / beta) (eV) = 6.23 / 9.55
- energy above the lowest of the compared OMol25 structures with the same formula, charge and spin (kcal/mol) = 21.4
- E_HOMO (alpha / beta) (eV) = -10.0 / -14.6
- ⟨S²⟩ = 2.02
- LUMO level (alpha / beta) (eV) = -3.74 / -5.08

=====

# 4
Density functional theory data (ωB97M-V with the def2-TZVPD basis set) for one molecule with the formula C2H5Br2PS at a distorted geometry.

Geometry as ORCA input:
```
! RIJCOSX wB97M-V def2-TZVPD def2/J DEFGRID3
* xyz 0 1
C -1.138 -0.078 0.832
C -0.605 0.046 -0.611
P 1.318 -0.080 -0.640
S 2.340 -0.066 -2.234
Br 1.686 1.648 0.791
Br 1.805 -1.778 0.846
H -1.947 0.775 0.775
H -1.470 -1.100 0.986
H -0.424 0.279 1.495
H -0.741 1.071 -0.973
H -0.823 -0.717 -1.267
*
```

Properties
- Kohn-Sham gap (eV) = 9.25
- SMILES string = CCP(=S)(Br)Br
- energy above the lowest of the compared OMol25 structures with the same formula, charge and spin (kcal/mol) = 0.0
- E_HOMO (eV) = -9.7
- LUMO level (eV) = -0.47

=====

# 5
Density functional theory data (ωB97M-V with the def2-TZVPD basis set) for one molecule with the formula C5H11NO at a distorted geometry.

Geometry as ORCA input:
```
! RIJCOSX wB97M-V def2-TZVPD def2/J DEFGRID3
* xyz 0 1
C 2.009 0.432 -0.240
C 0.762 0.987 -1.054
N -0.278 0.016 -1.294
C -0.527 -1.102 -0.387
C -2.018 -0.724 0.673
C -0.847 -0.076 1.368
O -0.212 -0.571 2.299
H 2.590 -0.210 -0.881
H 2.703 1.286 -0.030
H 1.826 0.168 0.818
H 1.099 1.377 -2.003
H 0.560 1.775 -0.327
H -1.185 0.460 -1.305
H 0.377 -1.368 0.157
H -1.027 -1.886 -0.924
H -2.848 0.013 0.604
H -2.483 -1.572 1.173
H -0.500 0.995 1.352
*
```

Properties
- Kohn-Sham gap (eV) = 9.61
- SMILES string = CCNCCC=O
- energy above the lowest of the compared OMol25 structures with the same formula, charge and spin (kcal/mol) = 110.2
- E_HOMO (eV) = -8.6
- LUMO level (eV) = 1.04

=====

# 6
Density functional theory data (ωB97M-V with the def2-TZVPD basis set) for C9H13N4O5PS5SeTi as an isolated structure at a distorted geometry.

Geometry as ORCA input:
```
! RIJCOSX wB97M-V def2-TZVPD def2/J DEFGRID3
* xyz 0 3
Ti -2.193 0.068 -1.581
S -4.122 -4.443 3.376
C -3.976 -3.203 2.328
S -4.752 -3.142 0.768
C -4.053 -1.631 0.216
C -3.233 -0.994 1.125
S -2.474 0.519 0.856
S -2.993 -1.790 2.657
S -4.388 -1.072 -1.359
C 2.887 2.161 0.261
N 1.569 2.141 1.015
C 1.590 0.939 1.957
N 1.873 -0.256 1.266
C 3.126 -0.171 0.542
N 3.117 0.935 -0.401
C 2.223 0.690 -1.518
P 0.438 0.421 -1.009
C 0.435 2.023 0.070
C 0.782 -0.721 0.431
H 3.690 2.356 0.983
H 2.849 2.979 -0.464
H 1.475 3.003 1.561
H 0.609 0.877 2.437
H 2.368 1.125 2.705
H 3.288 -1.102 0.000
H 3.940 -0.028 1.260
H 2.558 -0.201 -2.049
H 2.262 1.538 -2.207
H -0.503 2.080 0.630
H 0.457 2.865 -0.629
H 1.033 -1.703 0.024
H -0.127 -0.823 1.037
O -3.200 1.509 -2.037
N -2.023 1.896 -1.815
O -1.106 -3.253 -3.203
Se -0.886 -1.865 -2.544
O -1.528 -1.659 -1.029
O -1.673 -0.618 -3.275
O 0.660 -1.452 -2.380
*
```

Properties
- Kohn-Sham gap (alpha / beta) (eV) = 6.88 / 5.97
- energy above the lowest of the compared OMol25 structures with the same formula, charge and spin (kcal/mol) = 29.9
- E_HOMO (alpha / beta) (eV) = -7.5 / -8.4
- ⟨S²⟩ = 2.03
- LUMO level (alpha / beta) (eV) = -0.66 / -2.44

=====

# 7
Density functional theory data (ωB97M-V with the def2-TZVPD basis set) for a 13-piece molecular cluster, C34H93Br2N6O15S overall at a distorted geometry.

Geometry as ORCA input:
```
! RIJCOSX wB97M-V def2-TZVPD def2/J DEFGRID3
* xyz 1 1
C 4.285 2.866 -3.311
C 3.041 2.006 -3.090
C 3.368 0.525 -3.299
N 2.208 -0.361 -3.351
C 2.445 -1.632 -4.085
C 2.043 -1.514 -5.563
C 2.848 -2.416 -6.523
S 3.501 -3.965 -5.840
C 1.425 -0.475 -2.206
N 0.125 0.038 -2.156
C -0.449 0.256 -3.510
C -1.975 0.475 -3.492
C -2.742 -0.587 -4.320
C -4.037 -1.090 -3.631
C -5.309 -0.388 -4.122
C -6.399 -0.388 -3.049
O -7.678 -0.622 -3.677
C -8.533 -1.399 -2.958
C -8.989 -0.880 -1.614
O -8.924 -2.440 -3.410
C 0.066 1.290 -1.309
C -1.131 1.324 -0.338
C -0.726 1.476 1.135
Br -2.252 2.886 -0.819
N 1.807 -1.134 -1.149
C 0.890 -1.327 -0.028
C -0.318 -2.170 -0.391
O -1.389 -2.031 0.082
Br 0.021 -3.647 -1.627
C 3.123 -1.735 -0.975
C 3.917 -1.013 0.185
N 5.339 -1.152 -0.167
N 3.463 0.375 0.296
N 3.724 -1.627 1.471
H 4.636 2.848 -4.342
H 5.091 2.535 -2.656
H 4.038 3.896 -3.052
H 2.231 2.282 -3.767
H 2.728 2.146 -2.052
H 3.862 0.441 -4.269
H 4.117 0.236 -2.550
H 1.854 -2.417 -3.610
H 3.493 -1.917 -3.978
H 0.992 -1.786 -5.652
H 2.169 -0.471 -5.856
H 3.684 -1.880 -6.968
H 2.201 -2.683 -7.357
H 2.355 -4.619 -5.589
H -0.255 -0.642 -4.091
H 0.035 1.096 -4.009
H -2.389 0.467 -2.487
H -2.182 1.457 -3.917
H -2.106 -1.458 -4.488
H -3.042 -0.181 -5.287
H -3.953 -0.964 -2.547
H -4.115 -2.164 -3.803
H -5.111 0.648 -4.403
H -5.711 -0.921 -4.984
H -6.446 0.571 -2.525
H -6.193 -1.163 -2.305
H -8.891 0.202 -1.543
H -10.034 -1.161 -1.506
H -8.431 -1.365 -0.814
H 0.118 2.171 -1.943
H 0.967 1.296 -0.690
H -1.782 0.466 -0.469
H -0.773 0.529 1.676
H -1.420 2.138 1.648
H 0.257 1.933 1.248
H 1.410 -1.861 0.771
H 0.551 -0.390 0.393
H 2.963 -2.767 -0.670
H 3.713 -1.710 -1.882
H 5.529 -0.726 -1.070
H 5.865 -0.613 0.515
H 3.586 0.715 1.244
H 3.990 0.976 -0.323
H 3.495 -2.608 1.399
H 3.013 -1.142 2.004
C -3.643 2.553 3.864
O -2.219 2.489 3.957
H -3.921 3.584 3.662
H -4.003 1.918 3.049
H -4.107 2.240 4.802
H -1.985 1.576 4.144
C 1.439 0.450 4.857
O 1.949 -0.017 3.601
H 0.365 0.266 4.873
H 1.904 -0.082 5.685
H 1.620 1.519 4.973
H 2.905 0.141 3.627
C 6.560 0.037 -5.319
O 6.728 0.563 -4.003
H 6.573 0.878 -6.008
H 7.371 -0.645 -5.578
H 5.605 -0.490 -5.420
H 6.734 -0.182 -3.396
C 5.154 -0.940 5.139
O 5.030 0.032 4.101
H 4.231 -0.954 5.714
H 5.329 -1.929 4.709
H 5.982 -0.680 5.800
H 5.863 0.015 3.621
C 8.840 -1.178 2.604
O 7.766 -1.686 3.395
H 9.599 -0.808 3.287
H 9.276 -1.962 1.982
H 8.510 -0.353 1.965
H 7.097 -2.027 2.792
C 1.449 -2.395 8.146
O 1.832 -1.023 8.064
H 2.270 -2.987 7.750
H 1.268 -2.691 9.181
H 0.553 -2.588 7.551
H 1.113 -0.490 8.419
C 0.844 -4.544 2.752
O 1.369 -3.213 2.731
H 1.588 -5.194 2.298
H 0.667 -4.874 3.777
H -0.085 -4.616 2.182
H 0.722 -2.630 3.140
C -5.945 3.842 -4.057
O -6.678 3.157 -3.044
H -5.159 4.409 -3.564
H -5.488 3.139 -4.759
H -6.590 4.533 -4.604
H -7.377 2.662 -3.481
C -7.114 4.353 4.124
O -6.185 4.728 5.139
H -6.672 3.536 3.558
H -8.054 4.013 4.564
H -7.308 5.189 3.448
H -6.576 5.453 5.634
C 4.654 1.515 8.133
O 3.531 1.218 7.312
H 5.060 2.468 7.802
H 4.366 1.601 9.183
H 5.429 0.749 8.035
H 3.168 0.374 7.610
C -1.758 4.647 6.682
O -2.499 3.913 7.655
H -0.940 5.144 7.197
H -1.352 3.980 5.919
H -2.388 5.404 6.207
H -3.230 3.486 7.201
C -9.046 -3.800 -7.125
O -8.310 -2.984 -6.224
H -8.372 -4.103 -7.923
H -9.425 -4.697 -6.628
H -9.885 -3.253 -7.565
H -8.900 -2.718 -5.508
*
```

Properties
- Kohn-Sham gap (eV) = 8.04
- E_HOMO (eV) = -10.9
- LUMO level (eV) = -2.86

=====

# 8
Density functional theory data (ωB97M-V with the def2-TZVPD basis set) for C23H28MgN5O4PS5 as an isolated structure.

Geometry as ORCA input:
```
! RIJCOSX wB97M-V def2-TZVPD def2/J DEFGRID3
* xyz -2 1
Mg 0.403 -0.359 -0.292
O 2.041 1.487 4.716
C 2.941 0.528 4.446
C 3.900 0.224 5.415
C 4.845 -0.760 5.184
C 4.853 -1.462 3.983
C 3.899 -1.166 3.023
C 2.938 -0.182 3.230
C 1.918 0.053 2.157
O 1.940 -0.659 1.127
N 1.039 1.013 2.433
N 0.109 1.135 1.417
C -0.868 1.923 1.654
C -2.002 2.122 0.775
C -3.030 2.958 1.221
C -4.176 3.186 0.483
C -4.290 2.554 -0.764
C -3.302 1.725 -1.236
C -2.111 1.452 -0.492
O -1.237 0.651 -0.946
H 1.461 1.548 3.881
H 3.880 0.782 6.343
H 5.583 -0.979 5.948
H 5.595 -2.230 3.800
H 3.865 -1.687 2.074
H -0.882 2.467 2.606
H -2.909 3.439 2.189
H -4.957 3.839 0.853
H -5.176 2.721 -1.369
H -3.389 1.234 -2.198
S 2.006 -1.561 -7.459
C 1.740 -1.353 -5.811
S 0.828 -2.421 -4.842
C 0.971 -1.612 -3.296
C 1.698 -0.464 -3.318
S 2.094 0.597 -1.998
S 2.334 -0.039 -4.896
S 0.189 -2.350 -1.927
C -0.259 -1.838 4.412
N -1.439 -1.556 3.601
C -2.022 -0.255 3.915
P -1.559 -2.162 2.062
O -0.749 -1.609 0.965
N -3.162 -1.936 1.713
C -4.240 -2.242 2.622
C -3.589 -1.646 0.348
N -1.135 -3.752 2.285
C -1.814 -4.598 3.238
C -0.443 -4.474 1.225
H 0.450 -1.008 4.372
H 0.241 -2.735 4.057
H -0.559 -1.986 5.456
H -1.257 0.526 3.880
H -2.452 -0.282 4.922
H -2.803 -0.002 3.201
H -3.869 -2.340 3.641
H -4.758 -3.170 2.346
H -4.980 -1.433 2.607
H -2.726 -1.455 -0.287
H -4.225 -0.756 0.337
H -4.155 -2.490 -0.065
H -2.245 -4.000 4.040
H -1.101 -5.300 3.685
H -2.614 -5.189 2.771
H 0.067 -3.780 0.562
H -1.139 -5.078 0.630
H 0.300 -5.142 1.671
*
```

Properties
- Kohn-Sham gap (eV) = 4.73
- energy above the lowest of the compared OMol25 structures with the same formula, charge and spin (kcal/mol) = 0.0
- E_HOMO (eV) = -0.8
- LUMO level (eV) = 3.96

=====

# 9
Density functional theory data (ωB97M-V with the def2-TZVPD basis set) for C22H16Br2F3N4O2Pd as an isolated structure at a distorted geometry.

Geometry as ORCA input:
```
! RIJCOSX wB97M-V def2-TZVPD def2/J DEFGRID3
* xyz 3 1
Pd -0.004 -0.493 0.195
C -0.460 -2.081 3.106
C -1.503 -1.028 3.007
C -2.488 -0.827 3.997
C -3.422 0.165 3.838
C -3.374 1.007 2.707
C -4.285 2.079 2.434
Br -5.679 2.490 3.637
C -4.164 2.835 1.275
C -3.166 2.584 0.346
Br -3.020 3.598 -1.231
C -2.202 1.538 0.550
O -1.269 1.295 -0.257
C -2.353 0.755 1.767
N -1.469 -0.248 1.938
H -0.912 -3.055 3.300
H 0.199 -1.875 3.952
H 0.142 -2.129 2.175
H -2.507 -1.463 4.869
H -4.202 0.298 4.575
H -4.870 3.635 1.086
N -1.382 0.415 -6.331
C -1.710 0.307 -5.055
O -2.615 0.878 -4.485
C -0.859 -0.649 -4.212
C -0.371 -1.860 -4.679
C 0.346 -2.673 -3.807
C 0.473 -2.274 -2.486
N -0.026 -1.118 -2.041
C -0.664 -0.302 -2.876
H -1.924 1.040 -6.920
H -0.596 -0.055 -6.755
H -0.562 -2.196 -5.689
H 0.778 -3.607 -4.132
H 0.976 -2.918 -1.771
H -1.036 0.649 -2.502
F 6.806 1.219 0.394
C 6.218 0.828 1.518
F 6.856 -0.249 1.975
F 6.329 1.797 2.416
C 4.745 0.480 1.261
C 4.370 -0.125 0.067
C 3.026 -0.396 -0.138
N 2.097 -0.121 0.778
C 2.456 0.437 1.934
C 3.776 0.764 2.214
H 5.093 -0.370 -0.696
H 2.694 -0.850 -1.066
H 1.682 0.634 2.668
H 4.034 1.238 3.149
*
```

Properties
- Kohn-Sham gap (alpha / beta) (eV) = 3.99 / 3.99
- energy above the lowest of the compared OMol25 structures with the same formula, charge and spin (kcal/mol) = 46.3
- E_HOMO (alpha / beta) (eV) = -17.2 / -17.2
- LUMO level (alpha / beta) (eV) = -13.18 / -13.18

=====

no.,calculated total energy (eV)
1,-19843.8491
2,-255052.3596
3,-13013.6553
4,-162365.3887
5,-8896.9183
6,-177664.2199
7,-227328.7874
8,-108864.9395
9,-184817.3561